Entry 1:
Density functional theory data (ωB97M-V/def2-TZVPD) for 14 unconnected molecules or ions with the total composition C22H72N8O14 in a non-equilibrium geometry.

Element x y z (Å)
C 0.65 2.00 3.95
C 1.01 3.03 2.89
O 2.29 2.64 2.43
H -0.40 2.04 4.16
H 1.14 2.29 4.88
H 0.92 0.94 3.74
H 0.99 4.05 3.16
H 0.24 2.87 2.12
H 2.29 1.66 2.32
C -4.47 1.62 3.18
C -3.02 1.77 3.59
O -2.18 1.40 2.45
H -5.09 1.90 4.04
H -4.77 0.62 2.92
H -4.52 2.33 2.42
H -2.78 1.06 4.44
H -2.86 2.77 3.95
H -2.05 2.24 1.99
C -1.10 -1.26 4.62
C -0.17 -2.30 4.06
O 1.14 -1.87 4.06
H -2.02 -1.79 4.71
H -1.03 -0.32 4.11
H -0.91 -1.03 5.64
H -0.60 -2.42 3.09
H -0.24 -3.23 4.67
H 1.77 -2.59 3.74
C 2.56 2.73 -1.45
C 2.86 4.12 -0.81
O 1.85 4.36 0.12
H 2.41 1.98 -0.65
H 3.35 2.57 -2.18
H 1.63 2.67 -2.04
H 2.96 4.86 -1.62
H 3.85 4.04 -0.32
H 1.84 3.76 0.87
C -3.31 -1.91 2.34
C -2.88 -2.04 0.87
O -1.51 -2.21 0.67
H -2.81 -0.98 2.66
H -3.04 -2.73 2.98
H -4.33 -1.69 2.52
H -3.14 -1.11 0.37
H -3.48 -2.69 0.26
H -1.09 -1.40 0.86
C 1.60 -3.21 0.60
C 1.11 -3.68 -0.73
O 1.26 -5.08 -0.69
H 2.55 -3.74 0.79
H 0.89 -3.28 1.43
H 1.77 -2.16 0.56
H 1.65 -3.19 -1.60
H 0.08 -3.41 -0.77
H 0.77 -5.47 -1.45
C 1.72 0.03 -4.42
C 2.67 -1.02 -4.81
O 2.42 -2.18 -4.06
H 2.17 0.66 -3.67
H 0.78 -0.25 -4.07
H 1.53 0.71 -5.20
H 3.70 -0.62 -4.64
H 2.59 -1.29 -5.82
H 1.48 -2.45 -3.97
C 0.69 -0.04 -1.04
C -0.04 0.78 0.02
O 0.16 0.09 1.25
H 0.16 -0.93 -1.25
H 1.69 -0.22 -0.58
H 0.80 0.62 -1.90
H -1.07 0.88 -0.16
H 0.41 1.76 0.07
H -0.29 0.58 1.90
C -4.85 0.97 -0.16
O -5.36 -0.02 0.71
N -5.56 1.58 -1.08
N -3.61 1.33 -0.08
H -6.60 1.48 -1.10
H -5.16 2.29 -1.73
H -3.14 0.91 0.71
H -3.20 2.09 -0.67
C 0.12 -4.27 -4.05
O -0.33 -5.21 -3.16
N 0.74 -4.47 -5.17
N -0.16 -3.00 -3.97
H 0.85 -5.43 -5.54
H 0.96 -3.75 -5.86
H -0.77 -2.74 -3.09
H -0.20 -2.32 -4.71
C -1.32 4.14 -1.92
O -1.62 2.98 -1.26
N -2.25 4.89 -2.45
N -0.14 4.59 -2.11
H -3.22 4.49 -2.41
H -2.05 5.86 -2.70
H 0.58 4.17 -1.54
H 0.13 5.27 -2.78
C 3.85 -0.01 2.57
O 5.21 0.43 2.52
N 3.00 0.13 1.61
N 3.37 -0.52 3.65
H 3.47 0.41 0.74
H 2.06 -0.30 1.50
H 4.11 -0.79 4.33
H 2.39 -0.88 3.69
C 4.26 -0.59 -1.80
O 4.77 -0.13 -0.56
H 4.10 0.34 -2.37
H 3.33 -1.18 -1.71
H 4.95 -1.10 -2.44
H 4.91 -0.93 -0.03
C -2.24 -1.33 -2.56
O -1.87 -2.59 -2.05
H -3.05 -0.75 -2.08
H -2.41 -1.50 -3.64
H -1.36 -0.67 -2.66
H -1.96 -2.58 -1.13

Maximum force in eV/A: 8.8
Frontier orbital gap in eV: 8.14
HOMO energy in eV: -8.4
ΔE to the lowest compared entry with this formula, charge and spin in kJ/mol: 0.0

Entry 2:
Density functional theory data (ωB97M-V/def2-TZVPD) for 13 unconnected molecules or ions with the total composition C22H73N23O13 in a non-equilibrium geometry.

Element x y z (Å)
C -5.10 1.80 -3.58
C -4.98 3.18 -3.06
C -6.35 3.89 -2.89
O -6.20 5.30 -2.71
C -7.44 5.98 -2.65
N -4.40 3.06 -1.71
H -5.86 1.22 -3.06
H -4.19 1.21 -3.46
H -5.34 1.82 -4.65
H -4.35 3.76 -3.73
H -6.96 3.46 -2.10
H -6.88 3.79 -3.84
H -8.26 5.42 -2.20
H -7.84 6.21 -3.64
H -7.36 6.85 -2.00
H -3.40 3.01 -1.59
H -4.82 3.75 -1.10
C 1.45 -0.77 -9.94
C 2.56 -0.84 -10.96
C 2.40 0.11 -12.19
O 3.49 0.09 -13.03
C 3.71 -1.18 -13.63
N 3.68 -0.45 -10.13
H 0.55 -0.92 -10.53
H 1.55 0.19 -9.44
H 1.35 -1.54 -9.18
H 2.59 -1.89 -11.24
H 2.27 1.09 -11.71
H 1.49 -0.09 -12.75
H 4.13 -1.20 -14.63
H 2.75 -1.68 -13.75
H 4.22 -1.81 -12.91
H 3.75 0.53 -9.90
H 4.51 -0.54 -10.70
C 1.67 -2.19 2.48
C 1.16 -0.87 1.90
C 1.55 -0.71 0.42
O 1.31 0.60 -0.13
C 1.66 0.59 -1.49
N -0.30 -0.79 2.05
H 1.13 -2.99 1.98
H 1.58 -2.22 3.56
H 2.74 -2.34 2.30
H 1.64 -0.08 2.46
H 0.89 -1.38 -0.14
H 2.58 -1.01 0.24
H 0.76 0.25 -2.01
H 2.52 -0.04 -1.73
H 1.96 1.60 -1.75
H -0.79 -1.51 1.55
H -0.61 0.11 1.71
C -3.22 -6.93 3.48
O -3.20 -6.11 2.62
N -3.36 -8.22 3.45
N -2.94 -6.61 4.73
H -3.54 -8.60 2.52
H -3.32 -8.75 4.31
H -2.92 -7.28 5.49
H -2.56 -5.69 4.86
C 5.79 -3.48 -4.10
O 6.22 -4.00 -3.06
N 4.62 -3.67 -4.67
N 6.43 -2.61 -4.86
H 4.48 -3.26 -5.57
H 4.08 -4.42 -4.25
H 7.25 -2.17 -4.47
H 5.84 -2.12 -5.51
C 4.37 6.08 3.23
O 3.89 7.01 2.64
N 4.25 4.91 2.82
N 5.14 6.15 4.26
H 4.62 4.17 3.40
H 3.75 4.81 1.95
H 5.53 5.27 4.55
H 5.44 7.01 4.69
C -1.99 -6.04 -3.45
O -1.57 -6.05 -4.59
N -2.99 -5.30 -2.92
N -1.45 -6.71 -2.46
H -3.41 -4.61 -3.53
H -3.28 -5.57 -1.99
H -0.66 -7.21 -2.85
H -1.60 -6.40 -1.51
C 6.17 6.38 -8.14
O 5.59 5.40 -7.78
N 6.01 7.51 -7.70
N 7.08 6.42 -8.96
H 5.23 7.62 -7.07
H 6.44 8.32 -8.11
H 7.46 5.56 -9.34
H 7.59 7.25 -9.22
C 5.72 0.01 8.07
O 6.14 1.02 7.59
N 4.52 -0.07 8.64
N 6.33 -1.13 8.18
H 3.93 0.75 8.68
H 4.15 -0.87 9.13
H 5.87 -2.02 8.34
H 7.28 -1.09 7.84
C -4.84 -0.98 8.89
O -5.24 -1.23 10.07
N -3.65 -1.25 8.43
N -5.55 -0.48 7.92
H -2.98 -1.66 9.06
H -3.40 -1.08 7.46
H -6.55 -0.48 8.07
H -5.06 -0.31 7.06
C 0.98 -5.30 11.72
O 0.99 -4.23 11.13
N 0.35 -5.52 12.86
N 1.30 -6.45 11.18
H 0.05 -4.69 13.36
H 0.43 -6.45 13.23
H 1.11 -7.32 11.65
H 1.81 -6.38 10.32
C -9.04 -0.49 1.78
O -9.65 -1.49 1.95
N -9.47 0.73 1.93
N -7.78 -0.44 1.33
H -10.15 0.88 2.66
H -8.73 1.42 1.83
H -7.28 0.35 0.93
H -7.37 -1.36 1.25
C -0.19 5.91 7.31
O 0.38 5.14 8.06
N -0.71 5.53 6.19
N -0.46 7.12 7.54
H -1.03 6.23 5.55
H -0.76 4.55 5.96
H -0.11 7.53 8.40
H -0.76 7.71 6.78

Maximum force in eV/A: 12.5
Frontier orbital gap in eV: 9.35
HOMO energy in eV: -9.2
ΔE to the lowest compared entry with this formula, charge and spin in kJ/mol: 951.1